DFT (the ωB97M-V functional and the def2-TZVPD basis) results for a cluster of 2 separate species, C4H2BrF3N2O in total.

For the HOMO energy (alpha / beta), the calculation gives -10.880 / -10.210 eV. For the gap between HOMO and LUMO (alpha / beta), the calculation gives 8.2 / 7.3 eV.

Geometry as ORCA input:
```
! wB97M-V def2-TZVPD RIJCOSX def2/J DEFGRID3
* xyz 0 1
Br -0.935 -1.055 4.220
F -0.419 0.697 -2.819
F -2.294 -0.088 -1.828
F -0.694 -1.425 -2.270
O -0.016 0.781 2.609
N -0.889 0.437 0.574
N 0.104 0.455 1.439
C -0.972 -0.195 -1.821
C -0.309 0.129 -0.571
C 1.339 0.204 0.810
C 1.125 0.082 -0.501
H 2.204 0.150 1.481
H 1.757 -0.170 -1.325
*
```

***

DFT (the ωB97M-V functional and the def2-TZVPD basis) results for a structure of composition C5H5FNiO4.

For the HOMO energy (alpha / beta), the calculation gives -12.562 / -12.954 eV. As for the expectation value of S²: 3.78. For the gap between HOMO and LUMO (alpha / beta), the calculation gives 8.2 / 5.8 eV.

Geometry as ORCA input:
```
! wB97M-V def2-TZVPD RIJCOSX def2/J DEFGRID3
* xyz 1 4
Ni -2.612 0.034 -0.846
F 2.692 0.148 -1.177
O 0.506 -0.233 -1.515
O -2.372 1.221 0.447
O 0.416 -2.351 -1.198
O -1.496 -1.205 -1.466
C -0.130 1.443 1.286
C 1.643 -1.938 -0.641
C -1.539 1.532 1.355
C -0.268 -1.291 -1.535
C 1.599 -0.478 -0.607
H 0.823 0.526 0.436
H 0.279 0.878 2.132
H 2.118 -2.639 0.038
H -1.975 1.947 2.279
H 0.316 2.407 1.012
*
```

***

DFT (the ωB97M-V functional and the def2-TZVPD basis) results for the molecule C2H3Cl3O.

For the HOMO energy, the calculation gives -10.997 eV. As for the SMILES: OCC(Cl)(Cl)Cl. For the gap between HOMO and LUMO, the calculation gives 11.5 eV.

Geometry as ORCA input:
```
! wB97M-V def2-TZVPD RIJCOSX def2/J DEFGRID3
* xyz 0 1
Cl -1.057 1.848 0.858
Cl -2.228 -0.654 0.100
Cl -0.004 -0.547 2.007
O 1.596 0.248 -0.299
C 0.264 -0.053 -0.693
C -0.623 0.108 0.531
H 0.321 -0.969 -1.255
H 1.937 -0.566 0.170
H -0.207 0.586 -1.420
*
```

***

DFT (the ωB97M-V functional and the def2-TZVPD basis) results for a cluster of 2 separate species, C5H5ClF4O2 in total.

For the HOMO energy, the calculation gives -8.826 eV. For the gap between HOMO and LUMO, the calculation gives 9.4 eV.

Geometry as ORCA input:
```
! wB97M-V def2-TZVPD RIJCOSX def2/J DEFGRID3
* xyz 0 1
Cl -2.869 -1.911 -1.145
F -1.763 2.377 -1.673
F -3.973 -0.115 0.290
F -1.931 3.248 0.401
F -2.501 -1.309 1.281
O -0.923 0.858 1.380
O -0.285 0.365 -0.732
C 0.199 -0.012 1.538
C -2.116 2.172 -0.371
C 0.566 -0.480 0.101
C -2.722 -0.701 0.100
C -1.227 0.948 0.089
H 0.296 -1.529 -0.147
H -3.256 1.799 -0.476
H 0.923 0.605 2.024
H 1.687 -0.274 -0.235
H -0.134 -0.813 2.152
*
```

***

DFT (the ωB97M-V functional and the def2-TZVPD basis) results for a cluster of 2 separate species, CH6NS in total.

For the HOMO energy, the calculation gives -2.634 eV. For the gap between HOMO and LUMO, the calculation gives 6.7 eV.

Geometry as ORCA input:
```
! wB97M-V def2-TZVPD RIJCOSX def2/J DEFGRID3
* xyz -1 1
S -1.673 1.059 2.348
N 0.453 -0.836 0.202
C 0.614 -0.247 -1.130
H 1.555 0.568 -0.929
H 0.962 -0.849 -1.913
H -0.092 0.417 -1.723
H 1.354 -0.663 0.717
H -0.246 -0.295 0.697
H -2.926 0.845 1.731
*
```

***

DFT (the ωB97M-V functional and the def2-TZVPD basis) results for a cluster of 2 separate species, C4H12 in total.

For the HOMO energy (alpha / beta), the calculation gives -14.325 / -14.325 eV. As for the expectation value of S²: 0.75. For the gap between HOMO and LUMO (alpha / beta), the calculation gives 10.6 / 2.4 eV.

Geometry as ORCA input:
```
! wB97M-V def2-TZVPD RIJCOSX def2/J DEFGRID3
* xyz 1 2
C 0.397 0.476 2.413
C 0.402 -0.538 -2.885
C -0.649 -0.626 2.542
C -0.117 0.655 -2.047
H 0.061 1.350 2.869
H -1.674 -0.388 2.341
H -0.764 -1.088 3.592
H -1.126 1.040 -2.185
H 0.491 0.677 1.343
H 0.341 -0.307 -3.960
H 0.096 0.836 -1.042
H 0.363 1.533 -2.646
H 1.372 0.125 2.784
H 1.411 -0.818 -2.376
H -0.450 -1.552 1.977
H -0.153 -1.374 -2.720
*
```

***

Energy above the lowest of the compared OMol25 structures with the same formula, charge and spin for the records above, in order: 5.4 144.9 73.8 208.1 97.0 132.0 kJ/mol